Entry 1:
{
  "formula": "C18H50N4O6",
  "method": "the ωB97M-V functional and the def2-TZVPD basis",
  "symbols": ["C", "C", "C", "O", "C", "N", "H", "H", "H", "H", "H", "H", "H", "H", "H", "H", "H", "C", "C", "C", "O", "C", "N", "H", "H", "H", "H", "H", "H", "H", "H", "H", "H", "H", "C", "C", "C", "O", "C", "N", "H", "H", "H", "H", "H", "H", "H", "H", "H", "H", "H", "C", "C", "C", "O", "C", "N", "H", "H", "H", "H", "H", "H", "H", "H", "H", "H", "H", "C", "C", "O", "O", "H", "H", "H", "H", "H", "H"],
  "coordinates": [[-8.923, -7.472, 20.361], [-7.609, -8.187, 20.764], [-7.908, -9.464, 21.666], [-9.006, -10.236, 21.147], [-9.553, -11.204, 22.093], [-7.116, -8.490, 19.423], [-9.788, -8.110, 20.175], [-8.996, -6.975, 19.393], [-9.225, -6.837, 21.194], [-7.000, -7.495, 21.345], [-8.028, -9.235, 22.725], [-6.962, -10.000, 21.603], [-10.334, -10.709, 22.670], [-9.067, -11.830, 22.841], [-10.065, -11.954, 21.490], [-6.349, -7.834, 19.383], [-6.453, -9.246, 19.525], [-10.811, -18.157, 22.033], [-10.009, -16.982, 22.639], [-10.122, -15.487, 22.019], [-9.000, -14.604, 22.327], [-7.868, -14.685, 21.387], [-10.406, -16.763, 24.004], [-11.014, -18.020, 20.971], [-11.787, -18.244, 22.512], [-10.270, -19.085, 22.217], [-8.944, -17.183, 22.522], [-11.075, -15.075, 22.351], [-10.239, -15.455, 20.936], [-7.514, -15.715, 21.346], [-7.013, -14.076, 21.679], [-8.222, -14.490, 20.375], [-9.811, -17.294, 24.624], [-10.221, -15.787, 24.187], [-9.660, -13.242, 26.419], [-8.260, -13.718, 26.668], [-7.646, -14.234, 25.364], [-6.365, -14.772, 25.732], [-6.141, -15.903, 24.964], [-7.577, -12.523, 26.964], [-10.231, -12.942, 27.299], [-10.255, -14.097, 26.100], [-9.703, -12.372, 25.763], [-8.455, -14.448, 27.453], [-7.418, -13.542, 24.553], [-8.319, -15.059, 25.132], [-5.218, -16.437, 25.192], [-5.987, -15.504, 23.961], [-6.946, -16.636, 25.015], [-6.590, -12.530, 26.753], [-7.930, -11.675, 26.544], [-3.558, -13.830, 23.209], [-2.473, -12.869, 23.702], [-2.694, -12.559, 25.271], [-3.801, -11.749, 25.705], [-3.812, -10.414, 25.178], [-1.077, -13.190, 23.315], [-4.531, -13.481, 23.556], [-3.457, -14.731, 23.814], [-3.582, -13.850, 22.119], [-2.626, -12.007, 23.053], [-1.819, -12.071, 25.701], [-2.872, -13.441, 25.886], [-3.821, -10.459, 24.089], [-2.816, -10.006, 25.352], [-4.647, -9.769, 25.451], [-0.502, -12.397, 23.559], [-0.597, -13.898, 23.852], [-9.420, -12.871, 30.158], [-9.265, -13.027, 31.738], [-10.514, -12.595, 32.343], [-10.658, -13.530, 29.702], [-8.596, -13.363, 29.642], [-9.392, -11.823, 29.859], [-8.436, -12.365, 31.988], [-9.102, -14.085, 31.944], [-10.336, -12.549, 33.285], [-11.226, -13.217, 30.409]],
  "e_tot_ev": -37707.125,
  "s2": 0.754,
  "charge": 1,
  "gap_ev": [8.80, 3.56],
  "multiplicity": 2,
  "lumo_ha": [-0.102, -0.295]
}

---

Entry 2:
{
  "formula": "C18H51BCuNO6",
  "method": "the ωB97M-V functional and the def2-TZVPD basis",
  "symbols": ["Cu", "B", "H", "H", "H", "H", "C", "O", "C", "C", "N", "C", "C", "O", "C", "H", "H", "H", "H", "H", "H", "H", "H", "H", "H", "H", "H", "H", "H", "H", "C", "C", "C", "O", "H", "H", "H", "H", "H", "H", "H", "H", "C", "C", "C", "O", "H", "H", "H", "H", "H", "H", "H", "H", "C", "C", "C", "O", "H", "H", "H", "H", "H", "H", "H", "H", "C", "C", "C", "O", "H", "H", "H", "H", "H", "H", "H", "H"],
  "coordinates": [[0.610, -1.545, 1.115], [-0.275, 0.205, -0.050], [-0.627, 1.050, -0.752], [-0.605, 0.432, 1.045], [-0.690, -0.844, -0.357], [0.892, 0.173, 0.021], [1.946, 1.365, 2.325], [1.914, 0.003, 2.725], [1.588, -0.219, 4.060], [1.293, -1.732, 4.213], [0.112, -1.988, 3.405], [-0.283, -3.416, 3.459], [-1.388, -3.686, 2.449], [-0.942, -3.319, 1.154], [-1.951, -3.449, 0.174], [2.295, 1.510, 1.307], [2.662, 1.901, 2.960], [0.928, 1.751, 2.421], [0.696, 0.349, 4.348], [2.461, -0.023, 4.698], [1.147, -1.918, 5.283], [2.148, -2.280, 3.825], [-0.717, -1.479, 3.690], [-0.756, -3.595, 4.435], [0.584, -4.068, 3.397], [-2.272, -3.077, 2.673], [-1.684, -4.739, 2.457], [-2.806, -2.825, 0.452], [-2.242, -4.499, 0.042], [-1.560, -3.138, -0.793], [1.236, -0.538, -4.941], [0.538, -0.082, -3.653], [-0.469, 1.027, -3.890], [-0.002, -1.198, -2.976], [2.110, -1.159, -4.736], [1.608, 0.350, -5.455], [0.599, -1.108, -5.621], [1.410, 0.286, -3.090], [-1.336, 0.726, -4.485], [-0.082, 1.860, -4.490], [-0.811, 1.514, -2.978], [-0.247, -0.907, -2.079], [0.322, 5.075, 1.107], [-0.215, 3.945, 0.235], [-0.956, 4.507, -0.966], [0.849, 3.090, -0.140], [1.239, 5.467, 0.661], [0.543, 4.730, 2.118], [-0.413, 5.875, 1.209], [-0.894, 3.362, 0.878], [-1.375, 3.768, -1.649], [-0.306, 5.183, -1.527], [-1.803, 5.103, -0.610], [0.438, 2.262, -0.469], [-3.845, 0.386, -1.559], [-3.795, 1.448, -0.467], [-5.193, 1.922, -0.069], [-3.163, 1.032, 0.731], [-4.582, -0.393, -1.334], [-2.892, -0.078, -1.805], [-4.256, 0.857, -2.459], [-3.200, 2.274, -0.876], [-5.100, 2.536, 0.823], [-5.832, 1.058, 0.135], [-5.709, 2.421, -0.892], [-2.243, 0.762, 0.529], [4.438, -3.167, -1.006], [3.662, -1.983, -0.447], [3.752, -0.716, -1.297], [2.267, -2.334, -0.296], [5.500, -2.916, -1.012], [4.107, -3.467, -1.999], [4.347, -3.985, -0.289], [3.975, -1.737, 0.569], [4.788, -0.378, -1.351], [3.154, 0.066, -0.831], [3.358, -0.921, -2.294], [2.004, -2.727, -1.139]],
  "e_tot_ev": -78582.139,
  "gap_ev": 8.75,
  "lumo_ha": 0.018
}

---

Entry 3:
{
  "formula": "C18H51O9",
  "method": "the ωB97M-V functional and the def2-TZVPD basis",
  "symbols": ["C", "C", "O", "H", "H", "H", "H", "H", "C", "C", "O", "H", "H", "H", "H", "H", "C", "C", "O", "H", "H", "H", "H", "H", "C", "C", "O", "H", "H", "H", "H", "H", "H", "C", "C", "O", "H", "H", "H", "H", "H", "H", "C", "C", "O", "H", "H", "H", "H", "H", "H", "C", "C", "O", "H", "H", "H", "H", "H", "H", "C", "C", "O", "H", "H", "H", "H", "H", "H", "C", "C", "O", "H", "H", "H", "H", "H", "H"],
  "coordinates": [[4.621, -4.778, 0.544], [4.737, -5.040, -0.938], [3.897, -6.056, -1.449], [3.716, -4.233, 0.814], [5.435, -4.131, 0.871], [4.524, -5.726, 1.073], [5.747, -5.235, -1.297], [4.483, -4.102, -1.432], [0.783, -0.366, -0.135], [-0.407, -0.363, -1.063], [-0.273, 0.039, -2.389], [0.504, -0.956, 0.737], [1.149, 0.644, 0.048], [1.672, -0.805, -0.588], [-1.273, 0.074, -0.566], [-0.787, -1.385, -1.030], [-2.323, -5.776, 1.020], [-0.797, -6.174, 0.979], [-0.515, -7.371, 0.238], [-2.952, -6.522, 1.504], [-2.697, -5.445, 0.051], [-2.498, -4.921, 1.673], [-0.478, -6.260, 2.017], [-0.316, -5.341, 0.466], [-3.114, 4.886, -2.500], [-4.190, 3.776, -2.581], [-3.866, 2.758, -3.603], [-2.138, 4.526, -2.175], [-3.392, 5.737, -1.879], [-3.001, 5.290, -3.506], [-5.083, 4.307, -2.912], [-4.285, 3.278, -1.616], [-3.089, 2.315, -3.255], [0.450, -2.107, 6.182], [0.785, -3.426, 6.752], [0.274, -3.515, 8.117], [0.737, -1.318, 6.878], [-0.632, -2.151, 6.060], [0.812, -1.961, 5.164], [1.842, -3.689, 6.763], [0.357, -4.267, 6.207], [-0.542, -3.025, 8.239], [-7.025, -1.145, 0.919], [-6.864, 0.096, 1.906], [-8.021, 0.095, 2.764], [-6.113, -1.232, 0.327], [-7.780, -0.934, 0.162], [-7.237, -2.004, 1.556], [-6.963, 0.955, 1.242], [-5.934, -0.129, 2.429], [-8.738, 0.529, 2.294], [4.824, 4.243, -2.826], [3.563, 3.630, -2.403], [3.251, 2.590, -3.230], [4.974, 5.247, -2.428], [4.913, 4.259, -3.912], [5.623, 3.548, -2.571], [2.731, 4.334, -2.425], [3.672, 3.324, -1.363], [2.324, 2.356, -3.143], [-0.027, 2.434, -7.943], [-1.314, 3.085, -8.367], [-2.321, 1.960, -8.052], [0.896, 3.010, -7.996], [0.147, 1.558, -8.568], [-0.065, 2.122, -6.899], [-1.195, 3.362, -9.415], [-1.562, 3.903, -7.691], [-1.830, 1.163, -8.264], [4.031, 2.424, 4.368], [4.342, 2.958, 5.666], [4.973, 4.216, 5.546], [3.544, 1.496, 4.667], [4.933, 2.135, 3.828], [3.392, 3.077, 3.774], [4.969, 2.265, 6.226], [3.344, 3.113, 6.076], [4.665, 4.776, 6.261]],
  "e_tot_ev": -37908.104,
  "charge": -3,
  "gap_ev": 1.97,
  "lumo_ha": 0.164
}

---

Please write out number 2 again, unchanged.
{
  "formula": "C18H51BCuNO6",
  "method": "the ωB97M-V functional and the def2-TZVPD basis",
  "symbols": ["Cu", "B", "H", "H", "H", "H", "C", "O", "C", "C", "N", "C", "C", "O", "C", "H", "H", "H", "H", "H", "H", "H", "H", "H", "H", "H", "H", "H", "H", "H", "C", "C", "C", "O", "H", "H", "H", "H", "H", "H", "H", "H", "C", "C", "C", "O", "H", "H", "H", "H", "H", "H", "H", "H", "C", "C", "C", "O", "H", "H", "H", "H", "H", "H", "H", "H", "C", "C", "C", "O", "H", "H", "H", "H", "H", "H", "H", "H"],
  "coordinates": [[0.610, -1.545, 1.115], [-0.275, 0.205, -0.050], [-0.627, 1.050, -0.752], [-0.605, 0.432, 1.045], [-0.690, -0.844, -0.357], [0.892, 0.173, 0.021], [1.946, 1.365, 2.325], [1.914, 0.003, 2.725], [1.588, -0.219, 4.060], [1.293, -1.732, 4.213], [0.112, -1.988, 3.405], [-0.283, -3.416, 3.459], [-1.388, -3.686, 2.449], [-0.942, -3.319, 1.154], [-1.951, -3.449, 0.174], [2.295, 1.510, 1.307], [2.662, 1.901, 2.960], [0.928, 1.751, 2.421], [0.696, 0.349, 4.348], [2.461, -0.023, 4.698], [1.147, -1.918, 5.283], [2.148, -2.280, 3.825], [-0.717, -1.479, 3.690], [-0.756, -3.595, 4.435], [0.584, -4.068, 3.397], [-2.272, -3.077, 2.673], [-1.684, -4.739, 2.457], [-2.806, -2.825, 0.452], [-2.242, -4.499, 0.042], [-1.560, -3.138, -0.793], [1.236, -0.538, -4.941], [0.538, -0.082, -3.653], [-0.469, 1.027, -3.890], [-0.002, -1.198, -2.976], [2.110, -1.159, -4.736], [1.608, 0.350, -5.455], [0.599, -1.108, -5.621], [1.410, 0.286, -3.090], [-1.336, 0.726, -4.485], [-0.082, 1.860, -4.490], [-0.811, 1.514, -2.978], [-0.247, -0.907, -2.079], [0.322, 5.075, 1.107], [-0.215, 3.945, 0.235], [-0.956, 4.507, -0.966], [0.849, 3.090, -0.140], [1.239, 5.467, 0.661], [0.543, 4.730, 2.118], [-0.413, 5.875, 1.209], [-0.894, 3.362, 0.878], [-1.375, 3.768, -1.649], [-0.306, 5.183, -1.527], [-1.803, 5.103, -0.610], [0.438, 2.262, -0.469], [-3.845, 0.386, -1.559], [-3.795, 1.448, -0.467], [-5.193, 1.922, -0.069], [-3.163, 1.032, 0.731], [-4.582, -0.393, -1.334], [-2.892, -0.078, -1.805], [-4.256, 0.857, -2.459], [-3.200, 2.274, -0.876], [-5.100, 2.536, 0.823], [-5.832, 1.058, 0.135], [-5.709, 2.421, -0.892], [-2.243, 0.762, 0.529], [4.438, -3.167, -1.006], [3.662, -1.983, -0.447], [3.752, -0.716, -1.297], [2.267, -2.334, -0.296], [5.500, -2.916, -1.012], [4.107, -3.467, -1.999], [4.347, -3.985, -0.289], [3.975, -1.737, 0.569], [4.788, -0.378, -1.351], [3.154, 0.066, -0.831], [3.358, -0.921, -2.294], [2.004, -2.727, -1.139]],
  "e_tot_ev": -78582.139,
  "gap_ev": 8.75,
  "lumo_ha": 0.018
}